DFT (wB97M-V/def2-TZVPD) results for a single C7H12O molecule in a non-equilibrium geometry.

Cartesian coordinates (Å):
C (2.60, 0.83, 0.61)
C (1.19, 0.38, 1.19)
C (0.12, 0.81, 0.29)
C (-0.02, 2.04, -0.16)
C (-2.13, -1.93, -0.64)
O (-2.40, -1.92, -2.05)
C (-0.75, -1.37, -0.39)
C (-0.93, -0.11, 0.17)
H (3.08, 1.55, 1.29)
H (3.28, -0.02, 0.74)
H (2.61, 1.26, -0.36)
H (1.21, -0.72, 1.20)
H (1.38, 0.84, 2.22)
H (0.64, 2.99, 0.04)
H (-0.79, 2.20, -0.89)
H (-3.08, -1.54, -0.20)
H (-2.20, -3.08, -0.57)
H (-2.32, -0.93, -2.43)
H (0.20, -1.62, -0.78)
H (-1.70, 0.33, 0.72)

Output
Frontier orbital gap ... 0.35792 hartree
HOMO ... -9.019 eV
LUMO energy ... 0.7201 eV
ΔE to the lowest compared entry with this formula, charge and spin ... 361.9 kJ/mol
Total charge ... 0
SMILES string ... C=C(/C=C/CO)CC

=====

DFT (wB97M-V/def2-TZVPD) results for a molecular structure, C27H37BCaF5K3N4NaO6PS in a non-equilibrium geometry.

Cartesian coordinates (Å):
C (-1.58, 1.85, 6.35)
C (-1.45, 0.26, 6.69)
C (-2.06, -0.72, 5.56)
N (-1.00, -1.56, 4.94)
C (-0.24, -0.87, 3.90)
C (1.11, -1.63, 3.36)
C (2.02, -0.93, 2.18)
P (3.56, -1.94, 1.59)
C (3.10, -3.81, 1.67)
C (4.83, -1.78, 3.00)
C (1.61, 0.53, 1.54)
N (2.48, 1.06, 0.49)
C (1.99, 2.33, 0.01)
C (2.80, 3.06, -1.19)
C (4.38, 3.33, -0.91)
C (5.42, 2.99, -2.09)
C (6.94, 3.23, -2.01)
C (7.55, 3.83, -0.70)
C (6.57, 4.15, 0.45)
C (5.01, 3.93, 0.39)
C (4.11, 4.35, 1.64)
C (0.71, 3.05, 0.56)
N (-0.17, 2.56, 1.60)
C (0.29, 1.28, 2.06)
C (-0.61, 0.54, 3.22)
H (-0.98, 2.42, 7.19)
H (-1.12, 2.17, 5.36)
H (-2.65, 2.26, 6.41)
H (-2.06, 0.08, 7.68)
H (-0.37, -0.05, 6.87)
H (-2.75, -0.19, 4.81)
H (-2.76, -1.45, 6.13)
H (-0.38, -1.91, 5.69)
H (1.39, -2.65, 3.83)
H (3.83, -4.38, 1.00)
H (2.00, -3.94, 1.41)
H (3.30, -4.17, 2.75)
H (4.33, -2.28, 3.90)
H (5.12, -0.70, 3.20)
H (5.76, -2.38, 2.65)
H (2.71, 2.47, -2.18)
H (2.30, 4.08, -1.39)
H (4.98, 2.58, -3.09)
H (7.64, 3.02, -2.87)
H (8.67, 4.01, -0.67)
H (7.01, 4.60, 1.42)
H (3.15, 4.91, 1.36)
H (4.71, 4.91, 2.45)
H (3.77, 3.38, 2.14)
H (0.43, 4.05, 0.08)
H (-1.56, 1.08, 3.57)
K (-0.17, -1.36, 0.82)
F (4.35, -0.85, 5.14)
Ca (-1.54, 1.92, 8.78)
C (-2.26, -3.68, -5.07)
C (-1.54, -2.42, -5.55)
C (-0.61, -1.85, -4.49)
C (-1.39, -1.47, -3.26)
N (-2.00, -1.18, -2.29)
H (-2.90, -3.48, -4.21)
H (-2.89, -4.08, -5.87)
H (-1.53, -4.46, -4.79)
H (-2.29, -1.68, -5.83)
H (-0.97, -2.66, -6.45)
H (-0.10, -0.96, -4.88)
H (0.16, -2.58, -4.22)
O (-5.25, -4.79, -4.07)
S (-5.73, -4.62, -5.45)
O (-5.05, -5.59, -6.33)
O (-5.41, -3.25, -5.91)
O (-7.18, -4.83, -5.50)
O (-5.22, 1.24, -6.43)
C (-6.12, 0.32, -6.26)
C (-6.77, 0.47, -4.75)
O (-7.66, -0.45, -4.59)
H (-5.79, -0.73, -6.33)
H (-6.98, 0.33, -6.95)
H (-7.12, 1.52, -4.69)
H (-5.92, 0.48, -4.06)
Na (0.17, -3.97, -3.00)
K (2.41, 1.56, 3.78)
K (3.10, 0.70, -2.82)
B (-4.73, 0.29, 0.31)
F (-5.33, -0.86, -0.29)
F (-5.53, 0.74, 1.41)
F (-3.41, -0.05, 0.78)
F (-4.63, 1.34, -0.66)

Output
Frontier orbital gap ... 0.05014 hartree
HOMO ... -5.350 eV
LUMO energy ... -3.9851 eV
ΔE to the lowest compared entry with this formula, charge and spin ... 645.4 kJ/mol
Total charge ... 0

=====

DFT (wB97M-V/def2-TZVPD) results for a gas-phase ion, C5H14N2 (charge +1) in a non-equilibrium geometry.

Cartesian coordinates (Å):
C (1.21, -2.38, 0.67)
C (0.39, -1.36, -0.12)
C (0.70, 0.12, 0.17)
C (-0.51, 0.92, 0.53)
C (-0.79, 2.21, 0.01)
N (-1.94, 2.94, 0.57)
N (0.60, -1.62, -1.63)
H (2.13, -1.90, 1.03)
H (0.69, -2.78, 1.53)
H (1.68, -3.14, 0.04)
H (-0.67, -1.51, 0.01)
H (1.18, 0.60, -0.68)
H (1.42, 0.15, 0.99)
H (-1.13, 0.57, 1.35)
H (-0.22, 2.78, -0.69)
H (-2.61, 3.18, -0.17)
H (-1.65, 3.82, 0.99)
H (-2.46, 2.47, 1.30)
H (0.61, -0.74, -2.14)
H (-0.12, -2.27, -1.95)
H (1.50, -2.06, -1.81)

Output
Frontier orbital gap (spin up / spin down) ... 0.15597 / 0.29998 hartree
2S+1 ... 2
HOMO (spin up / spin down) ... -7.205 / -11.143 eV
LUMO energy (spin up / spin down) ... -2.9610 / -2.9798 eV
ΔE to the lowest compared entry with this formula, charge and spin ... 227.8 kJ/mol
Total charge ... +1

=====

DFT (wB97M-V/def2-TZVPD) results for a molecular structure, C3H6N2O in a non-equilibrium geometry.

Cartesian coordinates (Å):
C (0.90, 0.06, 0.15)
C (-0.01, -1.07, 0.26)
C (-1.47, -0.55, 0.08)
H (-0.49, 1.36, -0.05)
H (1.00, 2.12, 0.07)
H (2.12, -1.23, -0.29)
H (-0.22, -1.93, -0.58)
H (0.12, -1.89, 1.41)
H (-2.48, -1.31, 0.28)
N (0.44, 1.25, 0.57)
N (2.01, -0.20, -0.55)
O (-1.72, 0.62, -0.49)

Output
Frontier orbital gap ... 0.33398 hartree
HOMO ... -9.250 eV
LUMO energy ... -0.1617 eV
ΔE to the lowest compared entry with this formula, charge and spin ... 497.2 kJ/mol
Total charge ... 0

=====

Question: Which formula does entry 2 have?
Answer: C27H37BCaF5K3N4NaO6PS

=====

Copy entry 1 word for word.
DFT (wB97M-V/def2-TZVPD) results for a single C7H12O molecule in a non-equilibrium geometry.

Cartesian coordinates (Å):
C (2.60, 0.83, 0.61)
C (1.19, 0.38, 1.19)
C (0.12, 0.81, 0.29)
C (-0.02, 2.04, -0.16)
C (-2.13, -1.93, -0.64)
O (-2.40, -1.92, -2.05)
C (-0.75, -1.37, -0.39)
C (-0.93, -0.11, 0.17)
H (3.08, 1.55, 1.29)
H (3.28, -0.02, 0.74)
H (2.61, 1.26, -0.36)
H (1.21, -0.72, 1.20)
H (1.38, 0.84, 2.22)
H (0.64, 2.99, 0.04)
H (-0.79, 2.20, -0.89)
H (-3.08, -1.54, -0.20)
H (-2.20, -3.08, -0.57)
H (-2.32, -0.93, -2.43)
H (0.20, -1.62, -0.78)
H (-1.70, 0.33, 0.72)

Output
Frontier orbital gap ... 0.35792 hartree
HOMO ... -9.019 eV
LUMO energy ... 0.7201 eV
ΔE to the lowest compared entry with this formula, charge and spin ... 361.9 kJ/mol
Total charge ... 0
SMILES string ... C=C(/C=C/CO)CC

=====

Please write out number 1 again, unchanged.
DFT (wB97M-V/def2-TZVPD) results for a single C7H12O molecule in a non-equilibrium geometry.

Cartesian coordinates (Å):
C (2.60, 0.83, 0.61)
C (1.19, 0.38, 1.19)
C (0.12, 0.81, 0.29)
C (-0.02, 2.04, -0.16)
C (-2.13, -1.93, -0.64)
O (-2.40, -1.92, -2.05)
C (-0.75, -1.37, -0.39)
C (-0.93, -0.11, 0.17)
H (3.08, 1.55, 1.29)
H (3.28, -0.02, 0.74)
H (2.61, 1.26, -0.36)
H (1.21, -0.72, 1.20)
H (1.38, 0.84, 2.22)
H (0.64, 2.99, 0.04)
H (-0.79, 2.20, -0.89)
H (-3.08, -1.54, -0.20)
H (-2.20, -3.08, -0.57)
H (-2.32, -0.93, -2.43)
H (0.20, -1.62, -0.78)
H (-1.70, 0.33, 0.72)

Output
Frontier orbital gap ... 0.35792 hartree
HOMO ... -9.019 eV
LUMO energy ... 0.7201 eV
ΔE to the lowest compared entry with this formula, charge and spin ... 361.9 kJ/mol
Total charge ... 0
SMILES string ... C=C(/C=C/CO)CC